P.
Formula: C4H9N5
Source: the Open Molecules 2025 dataset
Level of theory: the ωB97M-V functional and the def2-TZVPD basis

```
! wB97M-V def2-TZVPD RIJCOSX def2/J DEFGRID3
* xyz 0 1
C 0.17 0.68 0.69
C -0.11 -0.19 -1.68
C -1.31 0.37 -1.97
C 2.75 -0.58 0.35
H -1.83 -1.42 1.67
H -2.48 -0.98 0.22
H -1.61 0.94 1.67
H 0.59 1.95 2.01
H 0.40 -0.75 -2.44
H -1.72 0.16 -2.98
H -1.82 1.09 -1.27
H 3.62 -1.24 0.23
H 2.66 -0.07 1.30
N -1.65 -0.91 0.81
N -1.18 0.38 0.99
N 1.05 1.35 1.36
N 0.60 -0.08 -0.46
N 1.86 -0.70 -0.52
*
```

Values from the calculation:
* M: 127.15 g mol⁻¹
* SMILES: [H]/N=C(\NN)N(C=C)N=C
* LUMO level: 0.84 eV

How is the electron density shared among the atoms? According to natural (NBO), the charges in e are: atom 1 (C): 0.59, atom 2 (C): 0.03, atom 3 (C): -0.53, atom 4 (C): -0.12, atom 5 (H): 0.35, atom 6 (H): 0.36, atom 7 (H): 0.36, atom 8 (H): 0.35, atom 9 (H): 0.22, atom 10 (H): 0.21, atom 11 (H): 0.21, atom 12 (H): 0.18, atom 13 (H): 0.19, atom 14 (N): -0.65, atom 15 (N): -0.49, atom 16 (N): -0.73, atom 17 (N): -0.32, atom 18 (N): -0.23



Q.
Formula: C4H9N5
Source: the Open Molecules 2025 dataset
Level of theory: the ωB97M-V functional and the def2-TZVPD basis

```
! wB97M-V def2-TZVPD RIJCOSX def2/J DEFGRID3
* xyz 0 1
C -0.08 -0.29 -1.11
C -0.01 0.26 0.28
C -0.13 -2.01 1.37
C 0.10 2.58 -0.11
H 0.95 -1.30 -2.52
H 0.97 -2.01 -0.98
H -0.08 0.61 -1.72
H -1.10 -0.81 -1.17
H 0.41 -0.20 2.22
H -0.07 -2.45 2.41
H -0.61 -3.64 0.66
H 1.02 3.19 0.18
H -0.48 3.81 -1.41
N 1.06 -1.09 -1.50
N 0.09 -0.66 1.35
N -0.39 -2.70 0.36
N 0.00 1.47 0.71
N -0.80 2.92 -0.96
*
```

Values from the calculation:
* M: 127.15 g mol⁻¹
* SMILES: [H]/N=C/N=C(\CN)N/C=N/[H]
* LUMO level: 0.78 eV

How is the electron density shared among the atoms? According to natural (NBO), the charges in e are: atom 1 (C): -0.32, atom 2 (C): 0.51, atom 3 (C): 0.30, atom 4 (C): 0.26, atom 5 (H): 0.36, atom 6 (H): 0.38, atom 7 (H): 0.23, atom 8 (H): 0.22, atom 9 (H): 0.42, atom 10 (H): 0.16, atom 11 (H): 0.36, atom 12 (H): 0.16, atom 13 (H): 0.34, atom 14 (N): -0.84, atom 15 (N): -0.62, atom 16 (N): -0.73, atom 17 (N): -0.52, atom 18 (N): -0.66



Most stable to least stable: Q, P



P.
Formula: C2H2BrNO2
Source: the Open Molecules 2025 dataset
Level of theory: the ωB97M-V functional and the def2-TZVPD basis

```
! wB97M-V def2-TZVPD RIJCOSX def2/J DEFGRID3
* xyz 0 1
C 0.24 -0.15 -1.46
C 0.77 0.11 -0.31
N -0.89 -0.05 1.53
O -1.92 -0.49 1.15
O -0.43 0.30 2.56
Br 2.25 0.83 0.47
H 0.75 -0.01 -2.41
H -0.76 -0.54 -1.52
*
```

Values from the calculation:
* M: 151.95 g mol⁻¹
* LUMO level (alpha / beta): -0.64 / -0.99 eV

How is the electron density shared among the atoms? According to natural (NBO), the charges in e are: atom 1 (C): -0.53, atom 2 (C): -0.09, atom 3 (N): 0.55, atom 4 (O): -0.30, atom 5 (O): -0.29, atom 6 (Br): 0.19, atom 7 (H): 0.23, atom 8 (H): 0.25



Q.
Formula: C2H2BrNO2
Source: the Open Molecules 2025 dataset
Level of theory: the ωB97M-V functional and the def2-TZVPD basis

```
! wB97M-V def2-TZVPD RIJCOSX def2/J DEFGRID3
* xyz 0 1
C 0.72 -1.14 -0.06
C -0.81 0.98 0.01
N 0.39 0.30 0.08
O 1.43 1.03 0.14
O -0.12 -1.99 -0.10
Br -2.57 0.24 0.12
H 1.85 -1.42 -0.20
H -0.89 2.01 0.00
*
```

Values from the calculation:
* M: 151.95 g mol⁻¹
* SMILES: O=C/[N+]([O-])=C\Br
* LUMO level (alpha / beta): -1.01 / -1.04 eV

How is the electron density shared among the atoms? According to natural (NBO), the charges in e are: atom 1 (C): 0.53, atom 2 (C): -0.05, atom 3 (N): -0.02, atom 4 (O): -0.49, atom 5 (O): -0.46, atom 6 (Br): 0.08, atom 7 (H): 0.19, atom 8 (H): 0.23



Most stable to least stable: Q, P



P.
Formula: C6H12N2OS
Source: the Open Molecules 2025 dataset
Level of theory: the ωB97M-V functional and the def2-TZVPD basis

```
! wB97M-V def2-TZVPD RIJCOSX def2/J DEFGRID3
* xyz 0 1
N -0.71 0.02 -0.82
O 2.69 0.49 -2.23
S 1.34 0.04 1.99
C -1.47 -0.56 0.11
N -2.79 -0.38 -0.13
C 1.29 0.60 -2.11
C -0.44 -0.29 2.37
C 1.32 0.93 0.34
C -0.99 -1.30 1.31
C 0.79 0.00 -0.77
H 2.97 0.85 -3.08
H -3.01 0.27 -0.89
H -3.45 -0.54 0.59
H 0.97 1.66 -2.16
H 0.79 0.07 -2.91
H -1.01 0.66 2.38
H -0.51 -0.75 3.36
H 2.32 1.26 0.10
H 0.75 1.85 0.41
H -1.84 -1.84 1.72
H -0.25 -2.04 1.06
H 1.23 -1.01 -0.64
*
```

Values from the calculation:
* M: 160.24 g mol⁻¹
* SMILES: NC1=N[C@@H](CO)CSCC1
* LUMO level: 0.84 eV

How is the electron density shared among the atoms? According to natural (NBO), the charges in e are: atom 1 (N): -0.56, atom 2 (O): -0.73, atom 3 (S): 0.15, atom 4 (C): 0.46, atom 5 (N): -0.80, atom 6 (C): -0.06, atom 7 (C): -0.51, atom 8 (C): -0.51, atom 9 (C): -0.50, atom 10 (C): -0.10, atom 11 (H): 0.47, atom 12 (H): 0.41, atom 13 (H): 0.38, atom 14 (H): 0.16, atom 15 (H): 0.17, atom 16 (H): 0.22, atom 17 (H): 0.23, atom 18 (H): 0.24, atom 19 (H): 0.22, atom 20 (H): 0.21, atom 21 (H): 0.24, atom 22 (H): 0.20



Q.
Formula: C6H12N2OS
Source: the Open Molecules 2025 dataset
Level of theory: the ωB97M-V functional and the def2-TZVPD basis

```
! wB97M-V def2-TZVPD RIJCOSX def2/J DEFGRID3
* xyz 0 1
N 1.02 -0.18 0.17
O 1.14 -2.76 -1.16
S -2.42 0.27 -0.32
C 0.80 1.07 0.47
N 1.93 1.78 0.23
C 0.48 -2.55 0.08
C -1.43 1.83 -0.29
C -1.20 -0.95 -0.78
C -0.47 1.75 0.90
C -0.09 -1.15 0.25
H 1.74 -1.99 -1.37
H 2.72 1.26 -0.10
H 2.03 2.71 0.62
H 1.20 -2.75 0.88
H -0.28 -3.30 0.19
H -0.89 1.92 -1.22
H -2.10 2.72 -0.14
H -0.77 -0.68 -1.76
H -1.77 -1.91 -0.93
H -0.21 2.76 1.24
H -0.91 1.25 1.78
H -0.53 -1.09 1.26
*
```

Values from the calculation:
* M: 160.24 g mol⁻¹
* SMILES: NC1=N[C@H](CO)CSCC1
* LUMO level: 0.76 eV

How is the electron density shared among the atoms? According to natural (NBO), the charges in e are: atom 1 (N): -0.57, atom 2 (O): -0.73, atom 3 (S): 0.19, atom 4 (C): 0.46, atom 5 (N): -0.80, atom 6 (C): -0.05, atom 7 (C): -0.51, atom 8 (C): -0.56, atom 9 (C): -0.50, atom 10 (C): -0.12, atom 11 (H): 0.48, atom 12 (H): 0.41, atom 13 (H): 0.38, atom 14 (H): 0.16, atom 15 (H): 0.17, atom 16 (H): 0.22, atom 17 (H): 0.24, atom 18 (H): 0.23, atom 19 (H): 0.24, atom 20 (H): 0.21, atom 21 (H): 0.24, atom 22 (H): 0.19



Most stable to least stable: Q, P